[1]
A structure of composition C33H32BrN5O3PSTa, computed with ωB97M-V/def2-TZVPD.

Calculated values
* E_HOMO: -14.092 eV
* energy above the lowest of the compared OMol25 structures with the same formula, charge and spin: 17.1 kcal per mole
* HOMO-LUMO gap: 7.28 eV
* multiplicity: 1
* charge: +2

```
77
Properties=species:S:1:pos:R:3:forces:R:3
Ta -0.448 -0.369 1.056 -0.4 -0.3 0.1
N -1.714 1.484 1.378 -0.3 0.0 -0.1
C -3.175 1.528 1.063 0.1 -0.1 0.1
C -3.949 0.561 1.944 0.1 0.0 0.0
C -3.763 -0.889 1.528 0.1 0.0 0.1
N -2.379 -1.348 1.856 -0.2 -0.2 -0.2
H -1.561 1.731 2.355 0.1 0.2 0.0
H -1.254 2.227 0.854 0.0 0.1 0.0
H -3.294 1.267 0.016 0.0 0.0 0.0
H -3.528 2.551 1.193 0.0 0.0 0.1
H -5.009 0.811 1.912 0.0 0.0 -0.1
H -3.648 0.687 2.992 -0.1 0.0 0.0
H -3.901 -0.995 0.454 0.0 0.0 0.0
H -4.483 -1.540 2.020 0.0 0.0 0.1
H -2.280 -2.315 1.544 0.0 0.0 0.0
H -2.271 -1.388 2.864 0.0 0.0 0.1
O 0.575 1.778 2.659 0.2 0.3 0.0
C 0.961 1.296 1.608 0.1 0.1 0.3
C 2.272 1.620 1.005 -0.2 0.0 0.1
C 3.259 2.328 1.681 0.1 0.0 0.0
C 4.466 2.554 1.038 0.0 0.0 0.0
C 4.673 2.089 -0.259 0.0 0.0 0.0
C 3.679 1.395 -0.937 0.0 0.0 0.0
C 2.475 1.161 -0.288 0.1 -0.1 -0.1
P 1.034 0.368 -1.013 0.2 0.1 0.1
C 0.173 1.685 -1.917 0.0 0.1 0.1
C -0.869 1.417 -2.807 0.0 -0.1 0.0
C -1.558 2.452 -3.417 0.0 0.0 0.0
C -1.232 3.771 -3.127 0.0 0.0 0.0
C -0.216 4.050 -2.227 0.0 0.0 0.0
C 0.487 3.015 -1.623 0.0 0.1 -0.1
C 1.641 -0.916 -2.126 -0.2 0.0 -0.1
C 1.447 -0.881 -3.505 0.0 0.0 0.0
C 1.916 -1.921 -4.299 0.0 0.0 0.0
C 2.580 -2.992 -3.723 0.0 0.0 0.0
C 2.800 -3.017 -2.350 0.0 0.0 0.0
C 2.333 -1.986 -1.554 0.0 -0.1 0.0
H 3.080 2.680 2.689 0.0 0.0 0.0
H 5.255 3.092 1.547 0.0 0.0 0.0
H 5.620 2.275 -0.748 0.0 0.0 0.0
H 3.845 1.044 -1.948 0.0 0.0 0.0
H -1.159 0.400 -3.029 0.1 0.0 -0.1
H -2.352 2.228 -4.118 0.0 0.0 0.0
H -1.767 4.579 -3.609 0.0 0.0 0.0
H 0.048 5.075 -2.005 0.0 0.0 0.0
H 1.297 3.257 -0.947 0.0 0.0 0.0
H 0.966 -0.038 -3.980 -0.1 0.0 0.0
H 1.770 -1.882 -5.371 0.0 0.0 0.0
H 2.944 -3.800 -4.344 0.0 0.0 0.0
H 3.342 -3.839 -1.901 0.0 0.0 0.0
H 2.528 -2.014 -0.490 0.0 0.0 0.0
C 2.574 0.032 6.598 0.0 0.0 0.0
C 1.545 -0.217 5.548 0.1 0.0 0.0
C 0.194 0.103 5.756 0.0 0.0 0.0
C -0.684 -0.096 4.723 0.0 0.0 0.0
N -0.280 -0.648 3.564 0.1 0.4 -0.3
C 1.020 -0.943 3.483 0.3 -0.3 -0.3
S 1.413 -1.631 1.902 -0.1 -0.2 -0.1
N 1.954 -0.737 4.381 -0.2 0.0 0.2
H 2.214 -0.285 7.576 0.0 0.0 0.0
H 2.774 1.105 6.657 0.0 0.0 0.0
H 3.498 -0.483 6.356 0.0 0.0 0.0
H -0.144 0.504 6.701 0.0 0.0 0.0
H -1.735 0.160 4.819 0.0 0.0 0.0
Br -1.010 -5.366 -4.647 0.0 -0.1 0.0
C -1.766 -3.815 -3.919 0.0 0.1 0.0
C -2.784 -3.149 -4.604 -0.1 0.1 0.0
N -3.357 -2.031 -4.163 0.1 -0.1 0.1
C -2.928 -1.531 -3.013 -0.1 0.0 -0.1
C -1.920 -2.131 -2.262 0.0 0.0 0.0
C -1.323 -3.307 -2.720 0.0 0.0 0.0
C -1.447 -1.512 -1.037 0.2 0.0 0.3
O -0.617 -2.084 -0.256 0.1 -0.1 0.0
O -1.779 -0.331 -0.656 0.1 -0.2 0.0
H -3.142 -3.538 -5.550 0.0 0.0 0.0
H -3.397 -0.615 -2.670 0.0 0.0 0.0
H -0.526 -3.782 -2.163 0.0 0.0 0.0
```
Positions in Å, forces in eV/Å.

---

[2]
A structure of composition C33H32Cl3LaN4O7S, computed with ωB97M-V/def2-TZVPD.

Calculated values
* E_HOMO: 0.682 eV
* energy above the lowest of the compared OMol25 structures with the same formula, charge and spin: 0.0 kcal per mole
* HOMO-LUMO gap: 3.32 eV
* multiplicity: 1
* charge: -2

```
81
Properties=species:S:1:pos:R:3:forces:R:3
La -0.575 -0.712 -0.460 1.3 0.4 0.2
O -1.962 -4.274 -2.740 -0.1 0.0 -0.1
C -2.037 -3.145 -2.295 -0.1 0.0 0.2
N -2.014 -2.771 -0.979 -0.1 -0.2 -0.1
C -2.738 -3.441 -0.063 0.1 -0.1 -0.1
O -3.682 -4.202 -0.252 0.0 0.0 0.0
C -2.351 -3.127 1.377 -0.1 -0.2 -0.1
C -3.237 -3.465 2.390 0.0 0.0 0.2
C -2.862 -3.223 3.700 0.0 0.0 0.0
C -1.616 -2.665 3.950 0.0 0.0 0.0
C -0.807 -2.344 2.872 0.1 0.1 0.0
N -1.167 -2.566 1.611 -0.2 0.2 -0.2
C -2.163 -1.971 -3.255 0.0 -0.1 0.0
C -2.313 -2.225 -4.612 0.0 -0.1 -0.1
C -2.569 -1.167 -5.464 0.0 -0.1 0.0
C -2.677 0.110 -4.932 0.0 0.0 0.0
C -2.485 0.271 -3.571 0.0 0.1 0.1
N -2.222 -0.739 -2.747 -0.2 -0.1 0.0
H -4.185 -3.906 2.118 0.0 0.0 0.0
H -3.532 -3.461 4.518 0.0 0.0 0.0
H -1.278 -2.458 4.957 0.0 0.0 0.0
H 0.157 -1.868 3.012 0.0 0.0 0.0
H -2.231 -3.249 -4.948 0.0 0.0 0.0
H -2.690 -1.333 -6.528 0.0 0.0 0.0
H -2.885 0.971 -5.552 0.0 0.0 0.0
H -2.524 1.256 -3.121 0.0 0.0 0.0
Cl -0.413 5.208 -5.763 0.0 -0.1 0.1
C -0.351 4.216 -4.312 0.0 0.0 0.0
C 0.076 2.901 -4.390 0.0 0.0 0.0
C 0.116 2.141 -3.240 0.0 0.0 0.0
Cl 0.664 0.496 -3.287 0.2 0.1 -0.1
C -0.271 2.602 -1.943 0.0 0.1 0.0
O -0.250 1.866 -0.904 0.0 0.0 -0.2
C -0.675 3.968 -1.955 0.0 0.1 0.0
Cl -1.121 4.710 -0.443 0.0 0.0 0.0
C -0.721 4.753 -3.093 0.0 0.0 0.0
H 0.381 2.469 -5.334 0.0 0.0 0.0
H -1.044 5.783 -3.021 0.0 0.0 0.0
C 3.820 -0.291 2.138 -0.1 -0.2 -0.1
C 3.063 0.935 2.540 0.0 0.0 0.0
C 2.972 1.323 3.874 0.0 0.0 0.0
C 2.232 2.432 4.242 0.1 0.1 -0.1
C 1.581 3.157 3.251 0.1 0.0 0.0
C 1.642 2.784 1.914 0.0 -0.1 0.1
C 2.391 1.673 1.565 -0.1 0.1 0.1
S 0.625 4.537 3.724 0.1 -0.2 0.0
O 1.166 5.063 4.953 -0.1 0.0 -0.1
O 0.466 5.441 2.611 0.0 0.2 0.1
N -0.872 3.904 4.042 -0.2 0.2 0.0
C -1.285 2.519 3.738 0.0 0.1 0.1
C -1.941 2.360 2.372 -0.1 0.0 0.0
C -1.607 1.080 1.619 -0.1 -0.2 0.3
O -2.418 0.718 0.733 -0.3 0.1 0.2
O -0.550 0.451 1.908 -0.1 0.2 -0.1
H 4.175 -0.851 3.007 0.0 0.0 0.0
H 4.678 -0.036 1.512 0.0 0.0 0.0
H 3.161 -0.922 1.522 0.1 0.0 0.0
H 3.481 0.742 4.635 0.0 0.0 0.0
H 2.167 2.759 5.272 0.0 0.0 0.0
H 1.083 3.336 1.169 0.0 0.0 0.0
H 2.410 1.332 0.540 0.0 0.0 -0.1
H -1.520 4.576 3.644 -0.1 -0.1 0.1
H -1.986 2.253 4.532 0.0 -0.2 0.0
H -0.436 1.843 3.810 0.1 0.1 0.0
H -1.638 3.176 1.711 0.0 -0.1 0.0
H -3.029 2.394 2.444 0.0 0.1 0.0
C 2.297 -2.982 -2.759 0.0 0.0 0.0
C 2.383 -2.691 -1.243 0.0 0.1 0.1
C 3.879 -2.788 -0.882 0.0 0.0 0.0
C 1.661 -3.837 -0.527 -0.1 0.0 0.0
C 1.747 -1.332 -0.883 -0.3 -0.6 -0.1
H 2.730 -3.962 -3.028 0.0 0.1 0.0
H 2.832 -2.206 -3.315 0.0 0.0 0.0
H 1.252 -2.965 -3.078 0.0 0.0 0.0
H 4.321 -3.752 -1.185 0.0 0.1 0.0
H 4.019 -2.679 0.194 0.0 0.0 0.1
H 4.433 -1.986 -1.379 0.0 0.0 0.0
H 2.110 -4.815 -0.756 0.0 0.0 0.0
H 0.608 -3.878 -0.829 0.0 0.0 0.0
H 1.692 -3.679 0.556 0.0 0.0 0.0
H 2.460 -0.544 -1.206 0.0 0.1 0.0
```
Positions in Å, forces in eV/Å.

---

Look up the HOMO-LUMO gap of the second one.
3.32 eV

---

Which of these has the lowest energy above the lowest of the compared OMol25 structures with the same formula, charge and spin?
C33H32Cl3LaN4O7S

---

What is the formula in the first record?
C33H32BrN5O3PSTa

---

Which of these has the lowest energy above the lowest of the compared OMol25 structures with the same formula, charge and spin?
C33H32Cl3LaN4O7S